<one>
8
Properties=species:S:1:pos:R:3 method="wB97M-V/def2-TZVPD" lumo_ev=-0.81 total_charge=0 gap_ev=8.6903
C 1.44605 -3.37149 0.00171
C 0.70600 -1.21869 0.02843
N 2.21405 -4.22181 0.01532
N 0.52811 -2.43381 0.01198
N -0.69395 -0.05723 0.41176
I 2.41720 -0.02211 0.09240
I -2.42596 -1.02657 0.02417
H -0.56093 0.67008 -0.28880

<two>
8
Properties=species:S:1:pos:R:3 method="wB97M-V/def2-TZVPD" lumo_ev=-0.90 total_charge=0 gap_ev=8.9987
C 1.34863 -0.12723 -1.41631
C -0.48986 -0.11881 0.63624
N 1.49779 -0.37302 -2.52537
N -1.42972 0.33378 -0.03817
N 1.15310 0.00106 -0.11731
I -0.27593 -0.68147 2.57557
I -3.31127 0.07878 0.53975
H 1.50725 0.88690 0.34559

In kcal/mol, relative to the most stable structure: <one> 3.9; <two> 0.0.

<one>
11
Properties=species:S:1:pos:R:3 method="wB97M-V/def2-TZVPD" lumo_ev=4.43 total_charge=-1 gap_ev=6.1262
C -0.63517 0.34788 1.21361
O -1.17203 0.78284 0.20069
C 0.60696 -0.35815 1.47879
C 0.90076 -0.53042 -2.27102
H -1.34298 0.33038 2.11584
H 1.54185 -0.06265 1.00891
H 0.57923 -1.24398 2.16594
H 1.40905 -1.43848 -1.90788
H 0.16215 -0.04094 -1.59942
H 1.52690 0.23995 -2.76109
H 0.26483 -0.80291 -3.15613

<two>
11
Properties=species:S:1:pos:R:3 method="wB97M-V/def2-TZVPD" lumo_ev=4.45 total_charge=-1 gap_ev=6.1863
C -1.04945 0.79717 -0.27873
C 0.34415 0.40862 0.31876
C 0.66866 -1.09503 -0.01420
O 1.96869 -1.34591 0.40243
H -1.37816 1.76316 0.07409
H -1.77551 -0.00636 -0.10632
H -0.86281 0.77225 -1.35973
H 1.14316 1.07742 0.00152
H 0.37567 0.61310 1.39194
H 0.00244 -1.66650 0.65530
H 0.56317 -1.31793 -1.08506

<three>
11
Properties=species:S:1:pos:R:3 method="wB97M-V/def2-TZVPD" lumo_ev=4.14 total_charge=-1 gap_ev=6.3141
C -0.61057 1.54714 -0.26567
O -0.76115 2.72669 0.14742
C -0.53138 0.94838 -1.50034
C 0.73834 -1.51302 0.96683
H -0.42948 0.87268 0.62190
H -0.95031 1.62632 -2.23290
H -0.61085 -0.10629 -1.67827
H 0.70859 -0.67690 1.66328
H 0.03735 -1.27870 0.16001
H 1.72477 -1.68437 0.53472
H 0.68467 -2.46192 1.58302

In kcal/mol, relative to the most stable structure: <one> 8.0; <two> 5.0; <three> 0.0.

<one>
9
Properties=species:S:1:pos:R:3 method="wB97M-V/def2-TZVPD" lumo_ev=0.46 total_charge=0 gap_ev=10.2395
O 1.70962 0.99766 0.09483
C 1.07437 -0.14772 0.03763
C 0.99149 -1.33827 -0.16986
F 0.44312 -2.51901 -0.24960
H 1.46333 1.46794 0.88226
C -1.45642 0.39557 -0.22664
O -1.33556 1.54883 -0.10434
H -1.37188 -0.20829 0.83304
H -1.51807 -0.19671 -1.09733

<two>
9
Properties=species:S:1:pos:R:3 method="wB97M-V/def2-TZVPD" lumo_ev=0.69 total_charge=0 gap_ev=10.6230
O -2.30642 0.29459 0.27403
C -1.59066 -0.73128 -0.04650
O -0.29960 -0.76463 -0.04535
C 0.30206 0.45505 -0.03084
C 1.65280 0.51915 -0.02910
F 2.11362 -0.81418 0.24278
H -1.89623 -1.74967 -0.24534
H -0.35269 1.43047 -0.02972
H 2.37712 1.36050 -0.08995

In kcal/mol, relative to the most stable structure: <one> 65.5; <two> 0.0.

<one>
13
Properties=species:S:1:pos:R:3 method="wB97M-V/def2-TZVPD" lumo_ev=0.67 total_charge=0 gap_ev=11.3982
C -0.81100 1.03267 0.36989
C 0.37052 0.34310 -0.33862
O 1.56816 0.58156 0.23681
F 0.41750 1.10147 -1.57585
C 0.26882 -1.17143 -0.50440
O -0.81045 -1.80790 0.04726
H -1.87408 0.68182 0.22343
H -0.61955 0.98140 1.46129
H -0.72393 2.08302 0.11977
H 1.51367 1.39543 0.79914
H 1.19701 -1.78292 -0.23769
H 0.12858 -1.33867 -1.53178
H -0.62527 -2.09956 0.93076

<two>
13
Properties=species:S:1:pos:R:3 method="wB97M-V/def2-TZVPD" lumo_ev=0.88 total_charge=0 gap_ev=11.4717
O 2.43278 0.27591 -0.20638
C 1.29236 -0.46162 0.16586
C -0.00447 0.17102 -0.34205
F 0.03767 1.49140 0.22680
C -1.28058 -0.44538 0.13376
O -2.45412 0.30614 -0.12900
H 2.24636 1.23005 0.07426
H 1.28551 -1.48359 -0.28216
H 1.10396 -0.53264 1.20690
H 0.00745 0.24485 -1.43510
H -1.47583 -1.48437 -0.19812
H -0.99421 -0.50300 1.20045
H -2.19689 1.19124 -0.41522

In kcal/mol, relative to the most stable structure: <one> 0.0; <two> 4.0.

<one>
50
Properties=species:S:1:pos:R:3 method="wB97M-V/def2-TZVPD" lumo_ev=0.49 total_charge=0 gap_ev=8.8318
N 4.84937 -2.70896 1.12175
C 3.99424 -2.40808 0.08435
O 4.38675 -2.39691 -1.20699
C 3.29740 -2.07864 -1.99838
C 3.04783 -1.91704 -3.35751
C 1.87302 -1.39363 -3.75675
C 0.92042 -1.05802 -2.88100
N 1.07524 -1.30707 -1.53116
C 2.24172 -1.76991 -1.13528
C 2.64438 -2.06955 0.22636
C 1.88936 -1.96632 1.46328
O 2.50966 -2.02015 2.49709
N 0.63849 -1.32084 1.38888
C -0.09052 -0.87514 2.51723
C 0.00261 -1.47211 3.82833
N -0.77758 -1.09753 4.95210
C -1.61900 -0.07540 4.75152
C -1.77885 0.45285 3.46589
C -1.09994 0.08079 2.30456
N -1.43853 0.72505 1.09263
C -2.66942 0.49337 0.32174
C -2.40823 0.39064 -1.20098
N -3.52789 0.86644 -2.07007
C -1.14659 1.28634 -1.54329
O -1.20746 1.62117 -3.03373
C -0.71296 2.48790 -0.65370
C -1.51813 3.78612 -0.81142
F -2.75186 3.57290 -0.45561
F -1.56790 4.41302 -2.02318
F -1.03848 4.68424 0.08717
C -0.54958 1.89454 0.79077
H 5.91365 -2.62646 0.92862
H 4.52223 -2.20104 1.97522
H 3.72605 -2.03984 -4.15247
H 1.71302 -1.16589 -4.76653
H 0.02277 -0.51610 -3.19266
H 0.34052 -1.18213 0.44534
H 0.58552 -2.37170 3.86919
H -2.32433 0.27614 5.60619
H -2.51149 1.31898 3.28241
H -3.38790 1.14512 0.72006
H -3.15480 -0.49092 0.59343
H -2.25410 -0.67020 -1.55487
H -3.84388 1.79035 -1.63882
H -4.35072 0.28369 -2.15822
H -0.32671 0.55437 -1.44434
H -2.15576 1.85992 -3.29580
H 0.30401 2.72022 -0.85193
H -0.78122 2.79300 1.43879
H 0.49558 1.70240 0.96179

<two>
50
Properties=species:S:1:pos:R:3 method="wB97M-V/def2-TZVPD" lumo_ev=-0.54 total_charge=0 gap_ev=7.7757
O -1.87863 -1.34631 2.22472
C -2.43599 -1.46744 1.11977
C -3.96267 -1.05239 1.00522
N -4.09691 0.44601 0.63374
C -3.78872 0.93113 -0.90832
C -2.45613 1.00493 -1.19861
C -1.53891 1.34106 -0.04957
N -0.28768 1.70748 -0.34525
N -0.02350 2.44902 -1.67483
N 1.26157 2.72531 -1.79510
C 1.96155 1.83011 -0.75526
C 3.20616 1.61324 -0.50271
C 3.65727 0.97408 0.39811
C 5.05069 0.42039 0.67898
F 5.61757 1.46371 1.42307
F 5.83723 0.63941 -0.38849
F 5.31025 -0.58066 1.21823
C 2.66782 0.03274 1.26401
C 1.39711 0.43618 1.05013
C 0.95682 1.40846 -0.24537
C -2.35858 2.33489 0.92230
C -3.36774 1.39518 1.60739
N -1.94764 -2.03292 0.01200
N -0.69127 -2.47652 -0.05818
C 0.00204 -2.17203 -1.25189
O -0.62768 -1.61567 -2.03198
C 1.33086 -2.28080 -0.80721
C 2.39294 -1.74207 -1.96028
C 3.57736 -2.08635 -1.31247
C 3.33218 -2.73046 -0.03555
O 1.90606 -2.51396 0.15354
H -4.52527 -1.38841 0.11707
H -4.62936 -0.90822 1.97283
H -4.33795 -0.03058 -1.39938
H -4.27154 1.63405 -0.95410
H -2.38002 1.79433 -2.09396
H -2.19462 0.16417 -1.68601
H -1.20050 0.24462 0.44618
H 4.06265 2.14837 -1.22124
H 2.98863 -0.38739 2.34632
H 0.55838 0.00211 1.71989
H -1.62106 2.40161 1.64541
H -2.66910 3.14014 0.18485
H -3.26828 1.02808 2.59252
H -4.30901 2.16648 1.75692
H -2.59562 -2.07535 -0.75444
H -0.33266 -2.65846 0.73752
H 2.29221 -1.20048 -2.74916
H 4.63977 -2.13652 -1.71247
H 3.78995 -2.99433 0.66109

In kcal/mol, relative to the most stable structure: <one> 0.0; <two> 461.8.

<one>
11
Properties=species:S:1:pos:R:3 method="wB97M-V/def2-TZVPD" lumo_ev=0.76 total_charge=0 gap_ev=10.6449
C -0.23562 -0.20814 -1.73857
C -0.22112 0.56610 -0.65205
C -0.39803 -0.02596 0.65537
F -0.96034 -1.25406 0.59759
C 0.86951 -0.06956 1.48446
O 1.09463 -1.03858 2.15440
H -0.06761 0.24806 -2.72197
H -0.29152 -1.29526 -1.62733
H -0.16153 1.70019 -0.61602
H -1.11966 0.61005 1.06742
H 1.49127 0.76715 1.39669

<two>
11
Properties=species:S:1:pos:R:3 method="wB97M-V/def2-TZVPD" lumo_ev=0.83 total_charge=0 gap_ev=10.9065
C -1.57089 0.57283 0.07743
C -0.21697 0.09040 -0.04412
C 0.96714 -0.07586 -0.23315
C 2.50210 -0.13534 -0.26075
O 3.16986 -0.96557 0.66715
F 2.94719 1.09814 -0.29287
H -2.34758 0.26775 -0.59309
H -1.86293 0.31817 1.02806
H -1.52493 1.67688 -0.00289
H 2.71518 -0.53933 -1.32370
H 3.03480 -0.49055 1.55397

<three>
11
Properties=species:S:1:pos:R:3 method="wB97M-V/def2-TZVPD" lumo_ev=0.83 total_charge=0 gap_ev=11.0161
C 1.14764 -1.75058 1.04681
C 0.55154 -0.98112 0.35346
C -0.11284 -0.07282 -0.61556
O -1.36655 -0.51536 -0.93288
C -0.07975 1.44020 0.00449
F -0.07007 2.29476 -1.04593
H 1.51175 -2.56446 1.57081
H 0.43827 0.00390 -1.55517
H -1.85353 -0.87972 -0.17738
H 0.84912 1.52222 0.65634
H -1.01557 1.50298 0.69500

<four>
11
Properties=species:S:1:pos:R:3 method="wB97M-V/def2-TZVPD" lumo_ev=-0.01 total_charge=0 gap_ev=10.2112
C -0.46502 1.80780 -0.06161
C -0.05561 0.58027 0.14794
C 1.33650 0.23245 -0.12260
O 1.80562 -0.88103 0.09451
C -0.95924 -0.47898 0.57427
F -1.33009 -1.12712 -0.58147
H -1.47177 2.07568 0.22586
H 0.12148 2.57919 -0.58322
H 1.94674 1.00613 -0.66973
H -0.37691 -1.22386 1.18111
H -1.83353 -0.09409 1.09511

In kcal/mol, relative to the most stable structure: <one> 10.7; <two> 27.7; <three> 33.9; <four> 0.0.